{
  "formula": "C40H97CuN6O12",
  "method": "the ωB97M-V functional and the def2-TZVPD basis",
  "total_energy_ha": -4453.83963,
  "homo_lumo_gap_ev": 7.97,
  "charge": 0,
  "symbols": ["Cu", "C", "O", "H", "H", "H", "C", "C", "C", "C", "C", "C", "N", "O", "C", "C", "C", "H", "H", "H", "H", "H", "H", "H", "H", "H", "H", "H", "H", "H", "H", "H", "H", "H", "H", "H", "C", "O", "C", "C", "N", "C", "C", "O", "C", "H", "H", "H", "H", "H", "H", "H", "H", "H", "H", "H", "H", "H", "H", "H", "C", "O", "C", "C", "N", "C", "C", "O", "C", "H", "H", "H", "H", "H", "H", "H", "H", "H", "H", "H", "H", "H", "H", "H", "C", "O", "C", "C", "N", "C", "C", "O", "C", "H", "H", "H", "H", "H", "H", "H", "H", "H", "H", "H", "H", "H", "H", "H", "C", "O", "C", "C", "N", "C", "C", "O", "C", "H", "H", "H", "H", "H", "H", "H", "H", "H", "H", "H", "H", "H", "H", "H", "C", "O", "C", "C", "N", "C", "C", "O", "C", "H", "H", "H", "H", "H", "H", "H", "H", "H", "H", "H", "H", "H", "H", "H"],
  "coordinates": [[0.735410, -0.578263, 2.581186], [-0.209032, 0.917249, -0.460570], [0.045669, 0.277363, 0.701962], [-1.175420, 0.629127, -0.950202], [-0.180554, 2.025812, -0.466324], [0.503008, 0.594904, -1.260662], [1.809785, 4.861302, 2.868129], [2.114840, 3.350374, 2.848693], [3.181429, 3.012196, 3.877274], [2.699950, 3.090659, 5.317648], [1.474764, 2.240530, 5.502277], [0.363531, 2.567664, 4.504445], [0.936307, 2.539444, 3.163150], [-0.082285, 2.703234, 2.179479], [-0.669750, 1.469304, 4.617329], [-0.316079, 3.896798, 4.943519], [2.633478, 3.010852, 1.460759], [1.962760, 5.316462, 3.850774], [0.790338, 5.085942, 2.559884], [2.509459, 5.397656, 2.216495], [3.546288, 1.998301, 3.679699], [4.013589, 3.705173, 3.706477], [2.461300, 4.130583, 5.566069], [3.514254, 2.797592, 5.983343], [1.120476, 2.378653, 6.527647], [1.745412, 1.178012, 5.412391], [-1.119836, 1.394087, 5.610826], [-1.489630, 1.640051, 3.919885], [-0.215473, 0.503669, 4.387506], [0.320557, 4.750034, 4.733887], [-1.261726, 4.042657, 4.417890], [-0.489619, 3.908154, 6.019444], [1.859194, 3.265693, 0.715738], [2.665128, 1.939050, 1.285998], [3.511316, 3.602697, 1.213466], [-0.100645, 1.818320, 1.670618], [2.393510, 0.522923, -5.137995], [3.144424, 1.688929, -5.008281], [2.593977, 2.567514, -4.039002], [3.587182, 3.685749, -3.823285], [4.875370, 3.323763, -3.206605], [4.716875, 2.906575, -1.809758], [6.052173, 2.490345, -1.217895], [6.975175, 3.530363, -1.070835], [6.631220, 4.424759, -0.068016], [2.257269, 0.040595, -4.161831], [2.924689, -0.120923, -5.837046], [1.396265, 0.712092, -5.564848], [2.345851, 1.993882, -3.141514], [1.654635, 2.977320, -4.441373], [3.130812, 4.464550, -3.194054], [3.752424, 4.186413, -4.782088], [5.199464, 2.482802, -3.693410], [4.044116, 2.030818, -1.716114], [4.263077, 3.723163, -1.241695], [6.504302, 1.830097, -1.972471], [5.934728, 1.896221, -0.308907], [6.296885, 3.921170, 0.858755], [5.877421, 5.143697, -0.395034], [7.542543, 4.939796, 0.249294], [0.553260, -2.057151, 5.622173], [1.176466, -1.901935, 4.363329], [2.446057, -2.525145, 4.200794], [2.859473, -2.418698, 2.773997], [3.043742, -1.063600, 2.272455], [3.241369, -1.116430, 0.845446], [4.227166, -2.125583, 0.341390], [5.386331, -2.040417, 1.132463], [6.413183, -2.859135, 0.638779], [-0.444074, -1.624368, 5.531850], [1.102939, -1.519833, 6.399799], [0.401936, -3.121080, 5.840673], [2.456596, -3.567473, 4.557073], [3.176654, -2.034950, 4.884890], [2.145798, -3.009951, 2.196028], [3.780880, -3.033080, 2.711460], [3.771597, -0.587163, 2.786439], [3.534804, -0.148646, 0.452816], [2.278298, -1.317518, 0.361034], [4.433737, -1.843635, -0.697506], [3.802405, -3.135866, 0.410316], [6.109722, -3.909117, 0.644426], [7.292466, -2.667316, 1.246082], [6.670885, -2.562355, -0.389251], [-5.172664, 0.916263, -4.879814], [-4.755092, 1.193597, -3.576926], [-4.838832, 2.559436, -3.287019], [-3.895107, 2.880416, -2.149694], [-4.045574, 4.257031, -1.731234], [-2.923961, 4.643278, -0.866286], [-2.887414, 3.907280, 0.453254], [-4.082871, 4.116034, 1.140067], [-3.958349, 3.771002, 2.498856], [-4.553326, 1.420795, -5.625399], [-6.225241, 1.212700, -5.008959], [-5.119975, -0.162340, -5.017706], [-5.891255, 2.800970, -3.038187], [-4.638312, 3.204833, -4.156891], [-2.901898, 2.590909, -2.508572], [-4.152363, 2.159453, -1.355271], [-4.868628, 4.239293, -1.127796], [-2.897916, 5.729321, -0.752409], [-1.977306, 4.402873, -1.367442], [-2.012223, 4.223404, 1.038716], [-2.744772, 2.834331, 0.252002], [-3.175913, 4.369666, 2.994466], [-3.728142, 2.708479, 2.661231], [-4.880177, 4.008970, 3.032889], [-2.863614, -2.153997, -2.422394], [-2.807130, -3.149124, -3.414470], [-1.618228, -3.856735, -3.363542], [-1.570653, -4.893321, -4.470215], [-2.506183, -5.945880, -4.222603], [-2.531486, -7.004597, -5.210987], [-3.833336, -7.747361, -5.222259], [-3.775905, -8.661407, -6.295417], [-4.941859, -9.430049, -6.379591], [-2.049938, -1.413870, -2.502301], [-2.737017, -2.607712, -1.430172], [-3.809728, -1.639314, -2.540820], [-1.516232, -4.406302, -2.414520], [-0.735731, -3.203229, -3.472980], [-0.532377, -5.246514, -4.473316], [-1.753747, -4.400135, -5.443117], [-3.404853, -5.634117, -3.897766], [-1.718608, -7.719321, -4.993469], [-2.245635, -6.631016, -6.210672], [-4.644784, -7.023151, -5.379870], [-3.907193, -8.320700, -4.289950], [-5.001206, -10.152135, -5.548843], [-4.905871, -10.021089, -7.294290], [-5.842022, -8.804826, -6.400870], [-4.993134, -0.537319, -0.155341], [-4.004649, -1.086643, 0.675035], [-3.559638, -0.124960, 1.613637], [-2.903693, -0.794205, 2.759825], [-1.641519, -1.467841, 2.377193], [-1.811320, -2.901442, 2.180333], [-0.475855, -3.603598, 2.083206], [0.417697, -3.031078, 1.203763], [-0.046235, -2.915770, -0.127981], [-4.537114, 0.218554, -0.804684], [-5.789331, -0.068273, 0.440476], [-5.500564, -1.269224, -0.779867], [-4.364356, 0.545015, 1.955809], [-2.845356, 0.547893, 1.097404], [-3.580652, -1.526083, 3.209215], [-2.677254, -0.057693, 3.534459], [-1.392114, -1.104525, 1.449058], [-2.352640, -3.045823, 1.228728], [-2.428162, -3.398730, 2.931062], [-0.661672, -4.673252, 1.883710], [0.031057, -3.567221, 3.052855], [-0.973430, -2.345281, -0.183733], [-0.235904, -3.909915, -0.563574], [0.742219, -2.438182, -0.697109]],
  "atomic_forces_ev_per_a": [[-0.14, 0.41, -0.72], [0.12, -0.53, -1.84], [-0.14, 0.03, 1.84], [-0.10, 0.21, 0.44], [0.01, -0.06, 0.27], [0.14, 0.32, 0.08], [0.50, 0.58, 0.11], [-0.43, 0.64, 0.18], [0.41, 0.03, 0.05], [0.38, 0.55, -0.34], [0.29, -0.43, 0.38], [-0.26, 0.53, 0.92], [-0.14, -1.23, -0.58], [0.03, -0.54, -0.27], [-0.57, -0.27, -0.26], [0.25, 0.03, -0.41], [-1.63, -0.06, -0.86], [-0.06, -0.14, -0.02], [0.03, -0.12, -0.20], [-0.18, -0.11, -0.10], [0.00, 0.00, -0.05], [0.04, -0.13, 0.07], [0.04, -0.03, 0.04], [-0.09, -0.08, 0.09], [-0.28, -0.09, -0.10], [-0.03, 0.10, -0.16], [0.23, 0.19, 0.10], [0.08, 0.02, -0.08], [0.03, -0.16, -0.08], [-0.12, 0.03, 0.03], [0.04, -0.01, 0.02], [-0.18, -0.22, 0.01], [0.20, 0.40, 0.27], [0.80, -0.30, 0.34], [0.32, -0.40, 0.09], [0.25, 0.69, 0.61], [-0.32, -0.28, -0.29], [0.31, 0.32, 0.22], [-0.13, -0.05, -0.60], [0.10, 0.71, 0.52], [-0.50, -0.65, -0.14], [-0.31, -0.17, 0.05], [0.10, -0.42, -1.28], [0.27, -0.31, 0.01], [0.32, 0.36, 1.07], [0.05, -0.18, -0.10], [0.01, -0.16, 0.16], [0.06, 0.09, 0.11], [0.07, 0.11, 0.22], [0.02, 0.06, 0.18], [-0.01, -0.24, -0.01], [0.21, -0.24, -0.01], [0.12, 0.44, -0.12], [0.05, 0.22, 0.14], [-0.02, -0.02, -0.01], [0.04, -0.07, 0.25], [-0.11, 0.18, 0.31], [-0.24, -0.06, -0.34], [-0.03, 0.09, 0.08], [-0.12, 0.22, -0.34], [-0.35, 0.00, -0.33], [0.03, -0.07, -0.31], [0.36, 0.75, 1.52], [1.00, -1.55, 0.38], [-1.35, -0.69, 0.50], [-0.46, 0.70, -0.87], [0.05, -0.04, 0.26], [0.10, 0.18, -0.04], [0.21, 0.41, -0.38], [0.09, 0.13, -0.02], [0.05, -0.25, 0.11], [0.32, 0.08, 0.24], [-0.41, 0.02, -0.38], [-0.24, 0.09, -0.34], [-0.01, 0.72, -0.24], [0.01, 0.39, 0.00], [0.20, -0.01, -0.21], [0.07, 0.39, 0.30], [0.01, 0.04, 0.17], [0.11, -0.41, -0.13], [0.16, -0.07, -0.29], [0.18, -0.11, 0.08], [0.03, -0.30, 0.17], [-0.07, -0.18, 0.04], [-0.61, -0.39, -0.10], [0.57, -0.18, 0.04], [-0.87, 0.83, -0.02], [-0.69, -1.20, -0.38], [0.43, -0.14, 0.45], [0.41, 0.11, -0.32], [0.81, -0.16, -0.41], [-0.52, 0.08, 0.67], [0.01, 0.27, 0.63], [0.02, 0.04, -0.05], [0.13, 0.06, -0.16], [0.11, -0.01, -0.08], [0.21, 0.02, 0.23], [0.35, -0.28, 0.00], [0.16, 0.53, 0.24], [0.25, 0.15, 0.00], [0.04, 0.44, -0.20], [-0.30, -0.03, 0.28], [-0.19, -0.03, -0.15], [-0.12, 0.06, 0.04], [0.02, 0.00, 0.13], [0.03, -0.18, -0.25], [0.04, 0.07, -0.20], [-0.14, -0.09, -0.33], [0.33, 0.10, 0.27], [-0.36, 0.35, -0.20], [0.85, -0.71, -0.29], [-0.01, 0.76, 0.02], [0.18, -0.81, 0.34], [1.28, 0.18, 0.02], [0.52, -0.16, -0.39], [-0.06, 0.17, -0.21], [-0.14, -0.59, 0.00], [-0.08, -0.11, -0.29], [-0.45, 0.09, 0.02], [-0.10, 0.03, 0.22], [-0.06, 0.18, 0.08], [-0.21, 0.14, 0.08], [-0.17, -0.36, -0.12], [0.13, 0.02, 0.10], [-0.16, 0.25, -0.27], [-0.22, 0.04, 0.09], [-0.60, 0.07, 0.00], [-0.23, -0.26, 0.29], [-0.48, 0.32, 0.14], [-0.13, 0.25, 0.02], [0.07, 0.14, -0.07], [0.01, -0.03, 0.07], [-0.32, 0.67, -0.27], [-0.46, -0.43, 0.40], [0.13, 0.95, -0.86], [0.79, -0.41, 0.69], [-0.18, 0.03, 0.06], [-0.23, -0.16, -1.09], [-0.56, -0.90, 1.41], [0.38, 0.49, -1.07], [-0.10, -0.56, -0.05], [-0.23, 0.01, -0.08], [0.15, 0.09, 0.00], [0.43, -0.40, 0.07], [-0.20, -0.39, -0.02], [0.01, -0.13, 0.22], [-0.02, 0.02, -0.05], [-0.10, 0.08, -0.08], [0.32, 0.35, 0.40], [-0.08, -0.26, 0.24], [0.16, 0.26, 0.29], [0.08, 0.10, -0.32], [-0.13, 0.06, 0.01], [0.17, 0.22, -0.14], [0.04, 0.09, 0.15], [-0.04, 0.22, -0.09]],
  "mulliken_charge": [1.057, -0.391, 1.428, -0.410, -0.064, 0.101, -1.706, 2.147, -1.056, -0.804, -0.834, 1.703, 0.045, 0.752, -0.799, -1.476, -2.310, 0.376, 0.110, 0.515, 0.057, 0.409, 0.342, 0.483, 0.488, -0.209, 0.599, -0.192, -0.590, 0.433, -0.024, 0.406, 0.272, -0.260, 0.842, -0.437, -0.650, -0.385, 0.298, -0.868, -0.358, 0.007, -0.708, -0.407, -0.619, 0.215, 0.281, 0.292, -0.304, 0.463, 0.401, 0.349, 0.373, 0.050, 0.134, 0.355, 0.368, 0.220, 0.234, 0.315, -1.212, 0.767, -1.225, -0.466, -0.127, 0.273, -1.134, -0.308, -0.833, 0.262, 0.298, 0.361, 0.446, 0.345, 0.284, 0.426, 0.306, 0.069, -0.672, 0.719, 0.337, 0.313, 0.260, 0.318, -0.856, -0.131, -0.978, -0.161, -0.334, -1.069, 0.998, -0.456, -0.440, 0.357, 0.342, 0.206, 0.293, 0.415, 0.193, 0.105, 0.410, 0.394, 0.318, 0.051, -0.418, 0.238, -0.007, 0.366, -0.092, -0.455, -0.261, -0.754, -0.199, -0.649, -0.404, -0.296, -0.714, 0.197, -0.023, 0.176, 0.197, 0.377, 0.336, 0.386, 0.252, 0.164, 0.309, 0.347, 0.304, 0.287, 0.249, 0.295, -0.332, -0.347, -0.103, -1.399, 0.958, -0.812, -0.495, -0.367, -0.151, -0.166, 0.385, 0.331, 0.817, -0.123, 0.417, 0.221, -0.908, 0.099, 0.577, 0.421, -0.079, -0.237, 0.247, 0.316]
}